{"formula": "C29H20BrF3NO2OsP", "method": "wB97M-V/def2-TZVPD", "symbols": ["Os", "C", "C", "C", "C", "C", "C", "P", "C", "C", "C", "C", "C", "C", "C", "C", "C", "C", "C", "C", "C", "C", "C", "C", "H", "H", "H", "H", "H", "H", "H", "H", "H", "H", "H", "H", "H", "H", "H", "H", "Br", "C", "C", "C", "N", "C", "C", "H", "H", "H", "H", "F", "C", "F", "F", "C", "O", "O"], "xyz": [[0.224496, 0.920284, -0.379960], [-3.479571, -1.244189, 4.531895], [-3.798659, -0.301354, 3.561741], [-2.973489, -0.137991, 2.462416], [-1.828839, -0.928482, 2.349064], [-1.501123, -1.876227, 3.320512], [-2.339371, -2.028802, 4.413326], [-0.862886, -0.827974, 0.867165], [0.867722, -1.274107, 1.136449], [1.607551, -1.920614, 0.123749], [2.956411, -2.179944, 0.316579], [3.567706, -1.817756, 1.508783], [2.841368, -1.183078, 2.518628], [1.506879, -0.893946, 2.336307], [-1.507445, -1.861581, -0.432462], [-2.194964, -3.038400, -0.224172], [-2.665213, -3.772954, -1.321161], [-2.467394, -3.299312, -2.594828], [-1.793809, -2.078622, -2.821022], [-1.656061, -1.545787, -4.125265], [-1.051224, -0.324846, -4.325152], [-0.534225, 0.388835, -3.248640], [-0.586577, -0.089272, -1.918944], [-1.291582, -1.348149, -1.723942], [-4.123656, -1.365799, 5.391680], [-4.685227, 0.308116, 3.663508], [-3.216779, 0.600489, 1.708673], [-0.612405, -2.489668, 3.232566], [-2.098899, -2.758067, 5.174106], [1.114451, -2.261347, -0.777884], [3.521333, -2.690347, -0.450942], [4.615314, -2.038579, 1.663909], [3.325901, -0.913732, 3.447279], [0.949383, -0.391024, 3.117178], [-2.378092, -3.393709, 0.781884], [-3.194319, -4.700301, -1.159475], [-2.846794, -3.850888, -3.444536], [-2.054071, -2.100376, -4.964178], [-0.978311, 0.084549, -5.322355], [-0.067977, 1.340862, -3.460348], [2.499325, 6.275599, -3.711599], [1.823843, 4.777069, -2.861204], [0.687685, 4.872677, -2.061463], [0.226640, 3.740208, -1.433754], [0.832131, 2.544568, -1.573067], [1.927029, 2.453501, -2.355293], [2.448383, 3.540389, -3.013500], [0.175789, 5.813313, -1.923336], [-0.645172, 3.772941, -0.790865], [2.381797, 1.474160, -2.443567], [3.328321, 3.429682, -3.630054], [2.774687, 3.611449, 0.571610], [2.838028, 2.472013, 1.270094], [3.897801, 2.486243, 2.044318], [3.000613, 1.468616, 0.358980], [1.528237, 2.247532, 2.068571], [1.487202, 2.371851, 3.247582], [0.478107, 1.932278, 1.304415]], "atomic_forces_ev_per_a": [[-0.245, -0.174, 0.235], [0.001, 0.016, -0.014], [0.043, -0.012, -0.018], [-0.017, -0.004, 0.089], [0.055, 0.269, -0.023], [-0.060, -0.027, 0.070], [0.023, 0.013, -0.026], [0.358, -0.482, -0.295], [0.033, 0.052, 0.061], [0.036, -0.045, 0.052], [-0.122, 0.009, -0.010], [0.007, 0.019, 0.035], [0.036, 0.024, -0.014], [-0.042, 0.039, -0.052], [-0.120, 0.034, -0.037], [0.022, -0.001, 0.005], [0.030, 0.047, -0.020], [0.010, 0.026, 0.087], [-0.035, -0.054, 0.009], [0.043, 0.077, -0.011], [-0.018, -0.058, 0.006], [0.065, -0.013, 0.103], [-0.168, -0.156, -0.208], [0.053, 0.127, -0.111], [-0.016, -0.004, 0.013], [-0.013, 0.005, 0.015], [0.001, -0.003, -0.025], [-0.022, 0.021, -0.024], [-0.004, -0.008, 0.012], [0.000, 0.035, -0.027], [-0.001, -0.003, -0.013], [0.007, 0.006, -0.005], [0.005, 0.003, 0.011], [-0.005, 0.013, -0.007], [-0.011, -0.014, 0.030], [-0.022, -0.031, 0.010], [-0.011, -0.019, -0.031], [-0.019, -0.033, -0.036], [0.018, 0.016, -0.029], [-0.060, -0.041, -0.017], [0.045, 0.106, -0.063], [-0.054, -0.089, 0.052], [0.002, -0.050, 0.004], [-0.037, -0.013, 0.022], [0.098, 0.155, 0.050], [0.030, 0.013, 0.009], [-0.020, -0.039, 0.014], [-0.004, 0.017, -0.001], [0.038, 0.021, -0.010], [0.024, 0.026, -0.003], [0.010, 0.002, 0.002], [-0.043, 0.007, 0.036], [0.128, 0.076, 0.093], [-0.127, 0.016, -0.040], [-0.098, -0.177, -0.106], [-0.334, -0.026, 0.092], [0.153, -0.013, 0.062], [0.355, 0.296, -0.005]], "multiplicity": 5, "orbital_gap_ev": [8.282, 6.126], "total_energy_ev": -125917.4227, "s_squared": 6.065, "homo_energy_ev": [-14.421, -14.746], "charge": 2}



{"formula": "C29H20Cl76FO4P", "method": "wB97M-V/def2-TZVPD", "symbols": ["C", "C", "C", "C", "C", "C", "C", "C", "C", "C", "O", "P", "O", "O", "O", "F", "H", "H", "H", "H", "H", "H", "H", "H", "H", "H", "H", "H", "H", "H", "H", "H", "H", "H", "H", "H", "C", "Cl", "Cl", "Cl", "Cl", "C", "Cl", "Cl", "Cl", "Cl", "C", "Cl", "Cl", "Cl", "Cl", "C", "Cl", "Cl", "Cl", "Cl", "C", "Cl", "Cl", "Cl", "Cl", "C", "Cl", "Cl", "Cl", "Cl", "C", "Cl", "Cl", "Cl", "Cl", "C", "Cl", "Cl", "Cl", "Cl", "C", "Cl", "Cl", "Cl", "Cl", "C", "Cl", "Cl", "Cl", "Cl", "C", "Cl", "Cl", "Cl", "Cl", "C", "Cl", "Cl", "Cl", "Cl", "C", "Cl", "Cl", "Cl", "Cl", "C", "Cl", "Cl", "Cl", "Cl", "C", "Cl", "Cl", "Cl", "Cl", "C", "Cl", "Cl", "Cl", "Cl", "C", "Cl", "Cl", "Cl", "Cl", "C", "Cl", "Cl", "Cl", "Cl", "C", "Cl", "Cl", "Cl", "Cl"], "xyz": [[2.108361, -1.597665, -1.577664], [1.438860, -1.084089, -2.836649], [2.286115, -0.171245, -3.713502], [0.197385, -1.408090, -3.219312], [-0.819493, -2.191801, -2.396669], [-2.284787, -1.724183, -2.495731], [-2.518880, -0.207136, -2.381582], [-4.015859, 0.015337, -2.011767], [-2.302785, 0.559382, -3.724825], [-1.302829, 1.699886, -3.484544], [-1.739883, 2.589552, -2.437857], [-0.666988, 2.796052, -1.260212], [0.386282, 3.757237, -1.643309], [-1.485237, 3.312033, 0.040571], [0.092908, 1.381139, -0.840120], [-0.567220, 0.727979, 0.235706], [1.506887, -2.344609, -1.066432], [3.066053, -2.032087, -1.879757], [2.314793, -0.760963, -0.903237], [1.824771, -0.048815, -4.691955], [2.404403, 0.780753, -3.185403], [3.294111, -0.577294, -3.852493], [-0.103996, -1.125496, -4.227336], [-0.763018, -3.231925, -2.751680], [-0.475701, -2.226256, -1.360155], [-2.798140, -2.109412, -3.383980], [-2.803164, -2.182829, -1.644921], [-1.937662, 0.237172, -1.573003], [-4.224408, 1.089200, -2.015953], [-4.299331, -0.468665, -1.076190], [-4.593309, -0.398465, -2.846057], [-1.954518, -0.107654, -4.514259], [-3.241464, 0.996986, -4.071969], [-0.308992, 1.269763, -3.323604], [-1.234041, 2.296695, -4.397947], [-2.029999, 4.038741, -0.303862], [-4.917714, 5.576079, 0.780485], [-4.072827, 6.248661, -0.625519], [-4.797192, 3.813420, 0.733761], [-4.184235, 6.216783, 2.262817], [-6.621310, 6.042070, 0.724837], [0.565068, -1.950571, 2.708296], [0.481714, -3.293368, 1.560943], [-1.074217, -1.462902, 3.139430], [1.440383, -2.468280, 4.156371], [1.402725, -0.577848, 1.973327], [5.138488, 1.487437, 3.517125], [5.159645, 2.106692, 1.858911], [4.982672, 2.839861, 4.646399], [3.763638, 0.392474, 3.704216], [6.643436, 0.615247, 3.841078], [1.373968, -7.166713, 3.082571], [-0.024328, -6.118296, 3.345087], [1.466989, -8.369231, 4.373411], [1.195287, -7.992973, 1.526342], [2.847456, -6.187673, 3.070387], [-5.460550, -4.481664, -2.055553], [-4.627250, -4.130750, -0.534524], [-6.846548, -5.530450, -1.738791], [-6.017781, -2.970472, -2.782061], [-4.347620, -5.292420, -3.166828], [-1.956659, 2.726302, 4.321110], [-1.254400, 2.059719, 2.844726], [-2.270167, 1.420486, 5.476238], [-0.823701, 3.882768, 5.033217], [-3.476506, 3.547770, 3.937167], [8.955867, 3.769039, 5.687924], [10.385215, 2.858514, 5.178288], [9.452463, 5.181379, 6.628969], [8.059802, 4.310429, 4.260335], [7.934381, 2.735730, 6.692147], [-4.873411, 0.429390, -7.459268], [-4.324046, -0.283628, -8.980176], [-5.033372, -0.843015, -6.239503], [-3.683992, 1.610143, -6.900151], [-6.432934, 1.223274, -7.707262], [-2.261051, -10.271010, 4.966598], [-1.420028, -9.549104, 3.592158], [-2.022748, -12.023546, 4.950330], [-1.609124, -9.602053, 6.469336], [-3.989455, -9.909792, 4.862515], [0.237500, 2.311867, -7.711828], [-1.133817, 3.397694, -7.447230], [0.372384, 1.185296, -6.349242], [-0.013189, 1.400239, -9.205051], [1.723970, 3.257783, -7.834683], [12.885278, 4.336435, 9.281280], [11.690274, 3.185911, 8.675607], [14.374282, 3.479822, 9.700107], [13.227489, 5.539455, 8.031141], [12.247736, 5.147111, 10.719788], [4.915807, 3.417516, -2.778938], [5.656423, 3.273786, -1.176770], [5.653431, 4.773951, -3.640298], [5.174910, 1.902236, -3.673284], [3.185153, 3.701604, -2.602338], [0.041089, -10.416451, -1.863671], [0.672435, -11.072995, -3.378352], [-0.236397, -11.732249, -0.716504], [1.213604, -9.281116, -1.179049], [-1.480981, -9.571710, -2.172544], [6.941020, 5.958986, 9.661626], [5.854019, 6.375424, 10.994229], [6.471337, 4.399509, 8.973962], [6.839027, 7.196028, 8.403590], [8.602899, 5.860446, 10.261727], [-10.208659, -6.487363, -3.587354], [-9.082345, -5.700773, -4.701043], [-9.834718, -8.210808, -3.490597], [-10.049540, -5.767659, -1.977380], [-11.863512, -6.266097, -4.168999], [-8.189429, -10.626811, -0.364515], [-6.656130, -11.189486, 0.312468], [-9.484801, -10.885344, 0.810541], [-8.073436, -8.905510, -0.745001], [-8.547621, -11.528842, -1.844500], [-9.844915, 8.225065, 1.638683], [-9.156078, 7.961112, 3.244996], [-8.960031, 9.519288, 0.822328], [-9.711281, 6.735811, 0.691733], [-11.547358, 8.674725, 1.790095], [7.216278, 3.333645, -7.635970], [6.326283, 2.601358, -6.294955], [8.624348, 4.195925, -7.001842], [7.752023, 2.074690, -8.758909], [6.163762, 4.473858, -8.487956], [4.946659, 9.515946, 5.173987], [5.678712, 10.151117, 3.695532], [5.223055, 7.772792, 5.267765], [5.679403, 10.301525, 6.580018], [3.208396, 9.838186, 5.158089]], "atomic_forces_ev_per_a": [[-0.227, 0.577, -0.548], [-0.091, -0.134, -0.424], [-0.111, -0.707, 0.668], [-0.034, -0.130, 0.446], [0.571, -0.237, -0.823], [0.348, 0.248, 0.793], [-1.551, -0.184, -0.551], [0.655, 0.037, -0.660], [0.452, 0.461, 1.396], [-0.197, -0.527, -2.057], [0.619, -0.864, 1.720], [0.464, 2.513, 0.032], [-0.349, -1.147, -0.063], [0.324, -1.199, -1.651], [-0.418, 0.528, 0.226], [-0.318, 0.099, -0.341], [0.135, 0.032, 0.068], [-0.037, -0.052, 0.206], [0.071, -0.132, 0.075], [0.118, 0.191, 0.134], [-0.024, 0.112, -0.298], [-0.091, 0.015, -0.012], [-0.060, 0.113, 0.125], [-0.185, 0.023, 0.141], [-0.283, 0.194, 0.008], [0.220, 0.103, -0.106], [0.006, -0.053, -0.148], [0.239, -0.293, -0.192], [-0.075, -0.089, 0.366], [-0.054, 0.128, -0.016], [-0.189, -0.092, 0.271], [0.167, 0.189, 0.006], [-0.003, -0.075, 0.055], [-0.058, 0.221, 0.412], [0.047, 0.177, 0.242], [-0.207, 0.122, 0.386], [-0.108, 0.126, 0.061], [0.048, -0.043, 0.029], [0.041, 0.064, 0.017], [-0.123, 0.005, -0.312], [0.204, -0.014, 0.003], [0.004, 0.060, -0.110], [0.067, 0.141, -0.084], [-0.036, -0.055, 0.072], [-0.039, 0.013, -0.042], [-0.183, -0.339, 0.010], [0.007, 0.002, 0.060], [-0.027, -0.044, 0.098], [-0.160, -0.109, -0.040], [0.351, 0.198, 0.141], [-0.050, 0.042, -0.017], [0.012, 0.032, 0.058], [0.001, -0.151, 0.102], [0.330, 0.188, 0.050], [-0.027, 0.123, 0.311], [-0.063, -0.038, -0.019], [0.076, -0.080, 0.035], [-0.041, -0.038, -0.033], [0.205, 0.110, -0.007], [-0.039, -0.054, -0.005], [-0.016, 0.048, 0.041], [0.059, -0.069, -0.020], [-0.105, 0.083, 0.200], [0.022, 0.031, -0.034], [-0.055, -0.021, 0.003], [0.192, -0.208, 0.184], [0.020, 0.089, -0.022], [-0.061, 0.046, 0.000], [-0.013, -0.015, -0.057], [0.133, -0.033, 0.087], [0.196, -0.201, -0.272], [0.000, -0.020, 0.058], [-0.011, 0.034, 0.049], [-0.049, -0.028, 0.007], [-0.151, -0.104, -0.121], [0.073, -0.050, 0.035], [-0.005, 0.021, -0.038], [-0.346, -0.184, -0.076], [-0.009, 0.055, 0.004], [-0.013, -0.016, -0.040], [0.060, -0.016, 0.008], [0.061, -0.029, -0.033], [0.222, 0.145, 0.012], [-0.026, 0.093, -0.261], [-0.019, 0.033, 0.076], [-0.063, -0.057, 0.026], [-0.028, -0.016, -0.036], [0.051, -0.006, 0.069], [-0.055, 0.040, -0.009], [-0.020, -0.032, 0.042], [0.021, -0.015, -0.030], [-0.224, 0.085, 0.003], [0.062, 0.007, -0.108], [0.018, -0.097, 0.033], [-0.096, 0.032, 0.425], [0.087, -0.086, 0.058], [-0.051, -0.031, -0.003], [-0.021, 0.033, 0.067], [0.011, 0.057, -0.032], [0.011, -0.146, -0.327], [0.054, -0.024, 0.019], [-0.009, -0.001, 0.004], [0.053, -0.008, -0.054], [-0.097, 0.229, 0.244], [-0.014, 0.002, 0.080], [-0.048, -0.018, -0.033], [-0.003, -0.035, -0.053], [-0.048, -0.012, 0.043], [-0.107, 0.098, -0.168], [-0.202, -0.040, -0.039], [0.067, -0.008, 0.035], [0.019, 0.019, 0.033], [-0.059, 0.019, -0.030], [0.045, 0.007, -0.047], [0.108, -0.086, 0.185], [0.004, 0.025, 0.027], [0.014, 0.054, 0.039], [-0.019, 0.002, -0.065], [-0.026, -0.057, 0.027], [-0.175, 0.042, -0.003], [0.074, -0.027, -0.012], [-0.037, -0.074, -0.012], [0.250, 0.168, -0.471], [-0.050, -0.025, -0.021], [-0.022, 0.059, 0.042], [0.029, -0.033, 0.022], [-0.009, -0.010, -0.021], [-0.026, -0.022, 0.060], [-0.004, 0.032, -0.035], [-0.016, -0.024, -0.032], [0.067, -0.010, 0.005]], "orbital_gap_ev": 8.590, "total_energy_ev": -1002290.6903, "homo_energy_ev": -8.852}